Density functional theory data (ωB97M-V/def2-TZVPD) for 21 unconnected molecules or ions with the total composition C52H151N5O21.

XYZ file:
```
229
C52H151N5O21 ωB97M-V/def2-TZVPD
C 4.5905 -6.6956 -0.9518
C 3.9616 -5.2431 -0.7643
O 2.5396 -5.3209 -0.5046
H 4.4248 -7.1583 -1.9247
H 4.2140 -7.4095 -0.2192
H 5.6708 -6.6580 -0.8117
H 4.1723 -4.5907 -1.6117
H 4.3942 -4.7199 0.0885
H 2.3800 -4.4909 -0.0494
C -0.1968 -5.3869 -3.5347
C 1.1307 -5.8516 -4.2357
O 1.9330 -6.4010 -3.2743
H -0.7420 -6.2792 -3.2273
H -0.8898 -4.8419 -4.1757
H -0.0285 -4.7314 -2.6802
H 1.6262 -4.9949 -4.6926
H 0.8370 -6.5943 -4.9774
H 1.9412 -5.8668 -2.4767
C -4.1072 -2.6988 1.9223
C -5.0856 -3.6050 1.2321
O -5.9592 -2.9395 0.3274
H -3.3087 -2.3977 1.2441
H -3.5648 -3.0944 2.7810
H -4.6370 -1.8074 2.2584
H -5.7023 -3.9960 2.0414
H -4.7068 -4.5566 0.8592
H -6.7738 -3.4465 0.3594
C -1.7521 4.6157 -1.2274
C -3.1903 4.9968 -1.3491
O -3.1786 6.4026 -1.2778
H -1.1255 4.8192 -2.0959
H -1.7003 3.5286 -1.1686
H -1.4137 5.1436 -0.3358
H -4.0548 4.6989 -0.7559
H -3.5454 4.7144 -2.3402
H -2.9549 6.6708 -0.3836
C -4.3633 -6.3742 -2.2755
C -3.7581 -7.2950 -1.2364
O -4.2754 -6.9906 0.0897
H -5.4486 -6.4358 -2.3551
H -3.9152 -6.6735 -3.2230
H -4.1368 -5.3404 -2.0148
H -2.6683 -7.2775 -1.2215
H -3.9839 -8.3162 -1.5436
H -3.9179 -7.7590 0.5407
C 5.8774 1.1187 -4.6476
C 6.3642 -0.0445 -5.4490
O 5.2068 -0.7717 -5.6804
H 5.2348 1.7451 -5.2663
H 6.7396 1.6552 -4.2516
H 5.2554 0.7160 -3.8482
H 7.1313 -0.6478 -4.9635
H 6.8623 0.2353 -6.3773
H 5.4878 -1.6731 -5.5071
C -4.7131 1.9183 -0.2921
C -4.6744 0.5932 0.4824
O -4.8332 -0.4387 -0.4680
H -4.9631 2.7486 0.3683
H -5.5854 1.9119 -0.9457
H -3.8382 2.2801 -0.8323
H -5.3882 0.6262 1.3055
H -3.7840 0.4770 1.1003
H -5.2283 -1.2067 -0.0488
C -6.7861 1.9068 3.5834
C -6.5676 0.7384 4.4951
O -6.8101 -0.5184 3.9188
H -5.8814 2.0534 2.9933
H -7.0888 2.8906 3.9419
H -7.4341 1.5634 2.7770
H -7.0638 0.9621 5.4394
H -5.5308 0.7727 4.8296
H -6.7528 -1.2700 4.5132
C 1.7954 1.5872 5.3122
C 2.4033 0.1452 5.4722
O 3.0304 0.0262 6.6673
H 2.5660 2.3581 5.3076
H 1.1292 1.7442 6.1604
H 1.0648 1.7921 4.5297
H 3.0028 -0.1915 4.6265
H 1.5477 -0.5265 5.4025
H 2.9683 -0.8969 6.9235
C -2.9419 -2.7326 -5.3376
C -2.6701 -2.2167 -3.9406
O -1.8445 -1.1554 -3.8611
H -2.0017 -3.0999 -5.7490
H -3.3014 -1.9860 -6.0457
H -3.6524 -3.5529 -5.4406
H -2.1212 -2.9690 -3.3741
H -3.5937 -1.9748 -3.4147
H -2.1601 -0.7326 -3.0591
C -0.5757 -5.9739 0.2663
C 0.2050 -6.9698 1.1499
O 1.2461 -7.6045 0.4006
H 0.1307 -5.1883 -0.0021
H -1.5216 -5.6280 0.6829
H -0.9036 -6.4612 -0.6519
H -0.4977 -7.7950 1.2653
H 0.4643 -6.6415 2.1565
H 1.8567 -7.0062 -0.0363
C -2.1115 -1.3269 6.0782
C -2.2219 -1.0323 4.6022
O -1.6815 0.1605 4.2143
H -1.2131 -1.9370 6.1723
H -3.0546 -1.7961 6.3583
H -2.0735 -0.3899 6.6337
H -3.2755 -0.9931 4.3259
H -1.7814 -1.8359 4.0121
H -1.9572 0.9141 4.7412
C 4.9599 -1.6287 1.7695
C 3.4766 -1.4905 1.5846
O 2.8813 -2.3695 0.6998
H 5.2319 -2.5994 2.1839
H 5.4886 -0.8308 2.2909
H 5.3628 -1.4751 0.7684
H 3.2303 -0.4743 1.2767
H 2.9787 -1.7449 2.5202
H 2.4475 -1.9238 -0.0315
C -2.4271 10.0828 1.1781
C -2.6289 8.5714 1.1699
O -1.5060 7.9186 0.5897
H -3.4127 10.4086 1.5105
H -2.4188 10.4483 0.1512
H -1.6164 10.4184 1.8247
H -3.5918 8.3662 0.7020
H -2.7097 8.2120 2.1958
H -1.2341 8.4407 -0.1686
C 4.7453 3.0631 1.3727
C 3.2012 3.1716 1.3039
O 2.5889 2.6655 0.1075
H 5.3057 3.7644 0.7545
H 5.1430 2.0779 1.1293
H 5.0960 3.2561 2.3866
H 2.9615 4.2294 1.4119
H 2.7580 2.6152 2.1297
H 1.6365 2.7580 0.1848
C 2.1200 -1.9903 -4.5058
C 2.0005 -0.8090 -5.4578
O 2.6639 0.2850 -4.9877
H 3.1252 -2.1651 -4.1223
H 1.9084 -2.8567 -5.1324
H 1.3276 -1.9801 -3.7575
H 0.9477 -0.5591 -5.5888
H 2.5083 -0.9641 -6.4097
H 3.5531 0.0144 -5.2279
C 0.4946 4.9761 4.2280
C -0.4458 6.1406 3.8256
C 0.3657 7.3533 3.6426
O 1.2315 7.0496 2.5425
C 2.1951 7.9526 2.1428
N -1.0675 5.7262 2.5843
H 1.1738 4.6684 3.4329
H -0.0667 4.0786 4.4878
H 1.0452 5.2000 5.1416
H -1.1579 6.2353 4.6454
H 0.8777 7.7259 4.5299
H -0.1924 8.2195 3.2873
H 2.5106 8.6194 2.9453
H 2.0534 8.4157 1.1663
H 3.0364 7.2725 2.0095
H -1.6248 6.4944 2.2388
H -0.2804 5.7755 1.9534
C 4.5739 -4.0845 -6.6226
C 4.8161 -4.1587 -5.1395
C 5.4362 -5.5272 -4.7987
O 6.1687 -5.4499 -3.5724
C 6.9685 -6.6844 -3.3717
N 5.7490 -3.1370 -4.8416
H 3.9429 -3.2955 -7.0318
H 3.8814 -4.9099 -6.7877
H 5.4824 -4.1681 -7.2190
H 3.9212 -4.0241 -4.5319
H 6.1772 -5.7917 -5.5531
H 4.7457 -6.3698 -4.7627
H 6.3882 -7.6038 -3.4506
H 7.4151 -6.6296 -2.3789
H 7.8150 -6.8560 -4.0365
H 6.5619 -3.6483 -5.1544
H 5.7969 -3.0383 -3.8376
C -1.9915 1.6865 -5.4653
C -0.7976 2.7035 -5.4900
C 0.0549 2.7004 -4.1806
O 0.6310 4.0044 -4.1221
C 1.7194 4.1780 -3.3196
N 0.0512 2.5606 -6.6432
H -2.8105 1.9998 -4.8179
H -1.6602 0.6886 -5.1778
H -2.3065 1.5190 -6.4952
H -1.2942 3.6715 -5.4223
H 0.7158 1.8337 -4.1933
H -0.6197 2.5227 -3.3431
H 2.1297 5.1830 -3.4178
H 2.5731 3.6692 -3.7674
H 1.6607 3.7349 -2.3254
H 0.4644 3.4536 -6.8707
H 0.8741 2.0873 -6.2982
C -2.9741 1.6159 8.5238
C -1.7221 2.2531 7.7857
C -2.2941 3.1345 6.6036
O -2.9717 2.3521 5.5926
C -3.1345 3.0988 4.3547
N -0.8853 3.1694 8.6462
H -3.5607 0.9655 7.8749
H -3.6770 2.3626 8.8935
H -2.6730 0.8526 9.2412
H -1.1399 1.4017 7.4332
H -1.4788 3.7042 6.1578
H -3.0541 3.7976 7.0169
H -3.2827 2.4712 3.4759
H -2.2117 3.5913 4.0484
H -3.9585 3.8029 4.4704
H -0.5810 2.5596 9.3916
H -1.5062 3.7831 9.1541
C -0.2299 -1.6636 -1.0867
C 0.1730 -0.1966 -0.8548
C -0.1021 0.4511 0.5615
O 0.2273 1.8151 0.6243
C -0.3564 2.5199 1.8126
N 1.5981 -0.2228 -1.1195
H 0.0888 -2.0703 -2.0465
H -1.2514 -1.8431 -0.7513
H 0.2811 -2.2933 -0.3584
H -0.3737 0.3522 -1.6216
H 0.4630 -0.0348 1.3570
H -1.1744 0.4250 0.7554
H -0.1236 3.5824 1.8826
H -0.1568 2.0096 2.7549
H -1.4441 2.5462 1.7454
H 1.9357 0.7162 -0.9634
H 1.8436 -0.4460 -2.0734
```

Output
Energy: -3925.1705 hartree
Energy relative to the best compared isomer or geometry (same formula, charge and spin): 2.93 kcal/mol
HOMO-LUMO gap: 9.1 eV
Total charge: 0
Molecular weight: 1182.794 g mol⁻¹
HOMO energy: -8.68 eV